Record 1
8
Properties=species:S:1:pos:R:3 method="wB97M-V/def2-TZVPD" e_above_lowest_kcal_mol=20.2 total_charge=0 e_lumo_ev=-0.19
C -1.103 0.502 -0.133
C 0.232 0.647 0.137
C 1.070 -0.581 0.149
H -1.863 1.171 -0.386
H 0.588 1.597 -0.229
H 2.077 -0.586 0.567
O 0.808 -1.705 -0.200
Cl -1.809 -1.045 0.095


Record 2
7
Properties=species:S:1:pos:R:3 method="wB97M-V/def2-TZVPD" e_above_lowest_kcal_mol=39.5 total_charge=0 e_lumo_ev="-1.84 / -1.84"
C 0.785 0.310 0.399
C -0.141 0.155 -0.691
O 1.817 0.928 0.336
O -1.432 -1.419 0.737
S -1.604 -0.684 -0.519
H 0.519 -0.146 1.318
H 0.056 0.856 -1.579


Record 3
37
Properties=species:S:1:pos:R:3 method="wB97M-V/def2-TZVPD" smiles="O=C1OC[C@@H](F)O1.O=C1OC[C@@H](F)O1.COP(=O)(OC)OC" total_charge=0 e_lumo_ev=0.17
C 5.959 0.225 2.219
C 4.497 0.253 1.934
O 4.209 -0.914 2.679
C 4.980 -0.922 3.807
O 4.800 -1.515 4.843
O 5.966 -0.063 3.626
F 4.033 0.042 0.692
H 6.430 1.166 1.936
H 6.384 -0.574 1.611
H 4.062 1.217 2.200
C 0.911 1.132 -0.368
C 0.999 2.172 0.731
O 1.158 1.336 1.842
C 0.527 0.264 1.573
O 0.349 -0.607 2.361
O 0.172 0.211 0.344
F -0.073 2.920 0.944
H 1.818 0.647 -0.728
H 0.175 1.392 -1.130
H 1.918 2.756 0.769
C -3.694 -0.578 0.479
O -3.557 -1.337 -0.738
P -4.283 -0.791 -2.168
O -5.533 -0.066 -1.938
O -3.149 0.153 -2.903
C -2.731 1.420 -2.438
O -4.563 -2.060 -3.117
C -3.438 -2.827 -3.586
H -3.699 -1.137 1.415
H -4.661 -0.078 0.526
H -2.894 0.160 0.529
H -1.669 1.354 -2.200
H -3.219 1.572 -1.475
H -2.949 2.237 -3.125
H -3.152 -2.565 -4.605
H -3.522 -3.914 -3.584
H -2.561 -2.678 -2.957


Record 4
24
Properties=species:S:1:pos:R:3 method="wB97M-V/def2-TZVPD" e_above_lowest_kcal_mol=109.8 smiles=O.O.O.O.O.O.O.O total_charge=0 e_lumo_ev=0.36
H 0.089 1.583 0.638
H 1.107 1.439 -0.482
H 3.092 -1.467 -1.932
H 2.987 -1.290 -3.438
H -1.735 2.719 -2.820
H -2.151 1.259 -2.902
H 0.520 -2.046 3.828
H 1.526 -0.940 4.100
H 0.499 1.346 3.183
H -0.681 1.170 2.242
H -2.184 0.797 0.165
H -3.599 1.292 0.412
H -2.180 -1.002 -2.500
H -1.032 -1.975 -2.287
H 1.354 -1.163 1.288
H 1.575 -1.676 -0.125
O 0.968 1.236 0.450
O 2.448 -1.391 -2.645
O -1.841 1.928 -2.280
O 1.423 -1.774 3.628
O 0.281 1.119 2.272
O -2.872 0.827 0.840
O -1.320 -1.081 -2.071
O 1.726 -0.907 0.437


Record 5
48
Properties=species:S:1:pos:R:3 method="wB97M-V/def2-TZVPD" e_above_lowest_kcal_mol=247.1 total_charge=0 e_lumo_ev=-2.61
N 0.904 1.305 5.088
C 0.593 0.477 4.322
C 0.200 -0.531 3.365
C -1.139 -0.624 2.934
C -1.482 -1.621 2.022
N -2.714 -1.902 1.436
O -3.817 -1.374 1.489
O -2.499 -3.049 0.639
N -1.175 -3.441 0.671
C -0.569 -2.554 1.507
C 0.820 -2.450 1.925
N 1.897 -3.288 1.444
O 1.726 -4.197 0.609
O 3.032 -3.030 1.927
C 1.156 -1.445 2.850
H -1.918 0.019 3.334
H 2.196 -1.372 3.178
C 2.373 5.589 0.008
C 1.066 6.363 0.171
C 0.045 5.589 1.005
N -0.123 4.230 0.517
C -1.262 3.518 0.803
C -1.659 2.482 0.001
C -2.973 1.805 0.106
C -3.870 2.338 1.248
C -3.061 2.882 2.419
C -2.104 3.989 1.963
C 1.055 3.437 0.225
C 2.125 4.196 -0.556
H 3.038 6.137 -0.667
H 2.881 5.510 0.977
H 1.237 7.336 0.645
H 0.632 6.562 -0.816
H 0.352 5.580 2.070
H -0.924 6.111 0.963
H -1.056 2.221 -0.880
H -3.509 1.894 -0.855
H -2.837 0.719 0.240
H -4.494 3.138 0.835
H -4.541 1.540 1.584
H -3.722 3.261 3.210
H -2.467 2.065 2.853
H -1.468 4.299 2.808
H -2.674 4.882 1.652
H 1.489 3.056 1.171
H 0.744 2.555 -0.344
H 1.813 4.265 -1.605
H 3.036 3.587 -0.533


Record 6
140
Properties=species:S:1:pos:R:3 method="wB97M-V/def2-TZVPD" e_above_lowest_kcal_mol=0.0 smiles="O=C1c2ccccc2C(=O)c2ccccc21.O=C1c2ccccc2C(=O)c2ccccc21.O=C1c2ccccc2C(=O)c2ccccc21.O=C1c2ccccc2C(=O)c2ccccc21.CCCCCCCCCNC(=O)OCCCO" total_charge=0 e_lumo_ev=-1.06
C -7.047 4.330 -4.528
C -6.541 3.129 -5.335
C -6.498 1.790 -4.576
C -6.076 1.787 -3.101
C -4.568 1.853 -2.830
C -3.876 3.123 -3.321
C -2.439 3.326 -2.826
C -1.508 2.103 -2.888
C -1.047 1.545 -1.550
N -2.012 0.719 -0.820
C -2.054 0.700 0.548
O -2.341 -0.274 1.202
O -1.735 1.878 1.146
C -2.534 3.031 0.805
C -3.304 3.482 2.034
C -3.931 4.871 1.845
O -4.215 5.137 0.465
H -7.574 5.031 -5.181
H -6.231 4.887 -4.062
H -7.750 4.027 -3.747
H -7.210 2.992 -6.191
H -5.558 3.351 -5.759
H -5.828 1.098 -5.104
H -7.498 1.345 -4.643
H -6.424 0.837 -2.678
H -6.587 2.573 -2.535
H -4.422 1.778 -1.743
H -4.101 0.960 -3.263
H -4.476 3.972 -2.970
H -3.889 3.159 -4.415
H -2.447 3.742 -1.813
H -1.990 4.104 -3.453
H -0.576 2.403 -3.378
H -1.947 1.313 -3.508
H -0.146 0.942 -1.725
H -0.755 2.368 -0.900
H -2.065 -0.233 -1.159
H -3.217 2.780 -0.007
H -1.854 3.816 0.457
H -4.084 2.746 2.255
H -2.626 3.498 2.892
H -3.272 5.641 2.253
H -4.882 4.921 2.382
H -3.696 5.893 0.173
C 5.953 -4.333 -2.660
C 5.769 -4.324 -4.038
C 4.522 -4.051 -4.572
C 3.449 -3.789 -3.728
C 3.633 -3.804 -2.345
C 4.889 -4.074 -1.814
C 2.499 -3.550 -1.413
O 2.658 -3.546 -0.211
C 1.154 -3.310 -2.010
C 0.068 -3.122 -1.164
C -1.192 -2.903 -1.695
C -1.369 -2.849 -3.074
C -0.290 -3.033 -3.922
C 0.973 -3.272 -3.394
C 2.117 -3.492 -4.327
O 1.963 -3.435 -5.528
H 6.930 -4.546 -2.246
H 6.602 -4.533 -4.696
H 4.362 -4.038 -5.641
H 5.012 -4.083 -0.740
H 0.218 -3.154 -0.094
H -2.038 -2.767 -1.032
H -2.354 -2.669 -3.487
H -0.410 -3.002 -4.996
C 3.419 -11.654 -1.441
C 2.527 -12.533 -0.836
C 1.459 -12.046 -0.102
C 1.281 -10.675 0.036
C 2.181 -9.792 -0.563
C 3.247 -10.287 -1.305
C 2.029 -8.315 -0.416
O 2.799 -7.548 -0.953
C 0.893 -7.820 0.413
C 0.752 -6.452 0.601
C -0.307 -5.963 1.346
C -1.228 -6.837 1.912
C -1.087 -8.204 1.736
C -0.026 -8.701 0.988
C 0.113 -10.175 0.820
O -0.693 -10.943 1.301
H 4.249 -12.038 -2.018
H 2.666 -13.601 -0.940
H 0.753 -12.715 0.370
H 3.932 -9.589 -1.766
H 1.477 -5.778 0.164
H -0.413 -4.897 1.493
H -2.057 -6.451 2.491
H -1.792 -8.899 2.170
C 1.739 4.420 10.382
C 2.899 4.069 9.699
C 2.818 3.437 8.470
C 1.576 3.148 7.920
C 0.412 3.492 8.608
C 0.499 4.133 9.838
C -0.937 3.179 8.051
O -1.947 3.497 8.643
C -0.996 2.462 6.747
C -2.237 2.126 6.219
C -2.316 1.475 4.999
C -1.158 1.150 4.300
C 0.080 1.475 4.828
C 0.168 2.135 6.048
C 1.515 2.479 6.587
O 2.526 2.231 5.964
H 1.805 4.918 11.340
H 3.867 4.290 10.129
H 3.710 3.161 7.924
H -0.413 4.398 10.355
H -3.128 2.386 6.774
H -3.282 1.216 4.585
H -1.235 0.647 3.346
H 0.991 1.228 4.299
C 5.205 6.195 -4.389
C 3.921 5.963 -4.871
C 2.935 5.488 -4.023
C 3.231 5.238 -2.689
C 4.522 5.462 -2.206
C 5.505 5.945 -3.061
C 4.878 5.180 -0.784
O 5.996 5.387 -0.365
C 3.811 4.628 0.100
C 4.122 4.306 1.416
C 3.145 3.790 2.252
C 1.851 3.600 1.780
C 1.536 3.922 0.471
C 2.514 4.432 -0.376
C 2.153 4.741 -1.790
O 1.017 4.579 -2.187
H 5.972 6.570 -5.053
H 3.691 6.154 -5.911
H 1.931 5.308 -4.380
H 6.499 6.117 -2.671
H 5.132 4.461 1.767
H 3.391 3.531 3.274
H 1.089 3.194 2.435
H 0.536 3.775 0.088


Record 7
70
Properties=species:S:1:pos:R:3 method="wB97M-V/def2-TZVPD" e_above_lowest_kcal_mol=0.0 total_charge=+1 e_lumo_ev="-3.81 / -5.15" multiplicity=2
Re -0.059 -0.703 0.198
C -3.491 0.608 2.850
C -2.285 -0.125 2.354
N -1.699 0.267 1.257
N -2.346 1.343 0.650
C -2.315 1.282 -0.627
S -1.443 0.010 -1.477
S -3.275 2.445 -1.514
C -2.172 2.913 -2.883
C -1.213 4.009 -2.516
C -1.262 5.236 -3.163
C -0.367 6.243 -2.830
C 0.582 6.032 -1.844
C 0.632 4.810 -1.187
C -0.259 3.807 -1.524
C -1.835 -1.330 3.050
C -2.126 -1.508 4.413
C -1.751 -2.648 5.090
C -1.104 -3.679 4.410
C -0.801 -3.544 3.073
C -1.129 -2.365 2.393
O -0.714 -2.279 1.129
H -4.289 0.492 2.116
H -3.291 1.676 2.918
H -3.845 0.224 3.797
H -2.847 3.232 -3.677
H -1.657 2.022 -3.242
H -2.003 5.408 -3.933
H -0.417 7.194 -3.342
H 1.277 6.817 -1.582
H 1.368 4.637 -0.412
H -0.219 2.860 -1.001
H -2.629 -0.725 4.958
H -1.973 -2.746 6.142
H -0.829 -4.584 4.932
H -0.284 -4.317 2.525
C 0.656 -5.898 -1.684
C -0.520 -5.170 -1.585
C -0.478 -3.792 -1.432
C 0.752 -3.150 -1.380
C 1.937 -3.874 -1.484
C 1.882 -5.248 -1.634
N 0.818 -1.739 -1.188
C 1.427 -0.984 -2.203
C 1.760 -1.426 -3.482
C 2.367 -0.537 -4.352
C 2.652 0.774 -3.969
C 2.325 1.228 -2.703
C 1.694 0.343 -1.841
N 1.296 0.602 -0.518
N 1.971 1.464 0.174
C 1.777 1.219 1.501
C 2.373 2.031 2.473
C 2.306 1.644 3.786
C 1.680 0.429 4.098
C 1.095 -0.310 3.103
N 1.085 0.085 1.810
H 0.619 -6.971 -1.805
H -1.476 -5.672 -1.633
H -1.390 -3.218 -1.361
H 2.888 -3.361 -1.438
H 2.800 -5.814 -1.710
H 1.544 -2.440 -3.784
H 2.627 -0.866 -5.348
H 3.128 1.443 -4.671
H 2.528 2.239 -2.389
H 2.892 2.919 2.149
H 2.761 2.245 4.560
H 1.656 0.051 5.109
H 0.635 -1.262 3.331


Record 8
8
Properties=species:S:1:pos:R:3 method="wB97M-V/def2-TZVPD" e_above_lowest_kcal_mol=55.6 total_charge=0 e_lumo_ev="-1.56 / -1.55"
C 1.003 0.477 -0.297
O 0.646 -0.725 0.035
P -0.965 -1.120 0.231
I -1.516 1.546 -1.541
H 1.640 0.806 -1.180
H 1.113 1.302 0.440
H -0.624 -2.157 1.107
H -1.297 -0.130 1.205